No. 1
Computed, not measured: C35H43N9STi as an isolated structure, with ωB97M-V with the def2-TZVPD basis set.

- orbital gap (alpha / beta) (Ha) = 0.23734 / 0.27867
- energy above the lowest of the compared OMol25 structures with the same formula, charge and spin (kcal/mol) = 2.76
- spin multiplicity = 3
- <S²> = 2.00

```
89
Properties=species:S:1:pos:R:3:forces:R:3
Ti 0.2584 0.6182 -0.1488 -0.1 0.1 -0.6
C 2.9274 0.3256 4.4349 -0.1 0.0 0.1
C 2.8663 0.1124 2.9501 0.0 0.0 -0.1
C 2.1527 -0.9410 2.4058 0.0 0.1 -0.1
C 2.0704 -1.1325 1.0199 0.1 -0.3 0.4
C 1.4702 -2.4149 0.4972 -0.1 0.0 -0.1
C 2.7217 -0.2245 0.1928 0.4 0.0 -0.1
C 3.5142 0.8089 0.7228 -0.2 0.0 -0.1
C 4.3607 1.6659 -0.1739 0.0 0.0 0.0
C 3.5541 0.9743 2.0940 0.0 -0.1 0.0
H 2.3594 -0.4394 4.9631 0.0 0.0 0.0
H 3.9554 0.3036 4.7997 0.0 0.0 0.0
H 2.5104 1.3006 4.6987 0.0 0.0 0.0
H 1.6468 -1.6428 3.0579 0.0 0.0 0.1
H 1.1042 -3.0162 1.3261 0.0 0.0 0.0
H 2.2345 -2.9952 -0.0267 0.0 0.0 0.0
H 0.6407 -2.2492 -0.1978 0.1 0.0 0.1
H 2.7538 -0.3893 -0.8797 -0.1 0.0 0.0
H 5.4140 1.5327 0.0814 0.0 0.0 0.0
H 4.1195 2.7222 -0.0610 0.0 0.0 0.0
H 4.2127 1.4092 -1.2191 0.0 0.0 0.0
H 4.1511 1.7776 2.5122 0.0 0.0 0.0
C -5.5292 -2.3752 -2.5440 -0.1 -0.1 -0.1
C -4.5046 -1.8520 -1.5845 0.1 0.1 0.1
C -4.0508 -2.5991 -0.5079 0.0 0.0 0.0
C -3.0441 -2.1492 0.3275 0.0 0.0 0.0
C -2.4050 -0.9021 0.1705 -0.1 -0.1 -0.2
N -1.3083 -0.4369 0.8730 0.0 0.3 0.1
C -1.0837 -0.8092 2.1951 0.1 -0.1 0.2
C -1.0955 -2.1229 2.6940 0.0 0.1 -0.1
C -0.8756 -2.4235 4.0281 0.0 0.0 0.0
C -0.5857 -1.4342 4.9545 0.0 0.0 -0.1
C -0.3410 -1.7429 6.4008 0.0 -0.1 0.1
C -0.4740 -0.1377 4.4719 0.0 -0.1 -0.1
C -0.7074 0.1716 3.1399 0.0 -0.1 0.0
N -0.4728 1.5262 2.7659 0.0 0.2 0.0
C -0.6692 2.6114 3.5494 0.0 0.0 0.0
C -0.0071 3.6721 2.9800 -0.1 -0.1 0.0
C 0.5850 3.1364 1.8270 -0.1 0.0 -0.1
N 0.2963 1.8489 1.7027 0.1 -0.1 -0.1
C -2.9926 -0.0990 -0.8457 -0.1 -0.1 -0.1
C -3.9592 -0.5845 -1.7199 0.0 -0.1 0.1
N -2.7204 1.2924 -0.9748 0.0 0.2 0.2
C -3.6242 2.2622 -1.2468 -0.1 0.1 0.0
C -2.9571 3.4665 -1.2515 0.0 -0.2 0.0
C -1.6311 3.1327 -0.9525 0.0 0.0 0.0
N -1.5101 1.8234 -0.7833 0.5 0.0 -0.1
H -5.9492 -3.3139 -2.1854 0.0 0.0 0.0
H -5.0981 -2.5640 -3.5291 0.0 0.0 0.0
H -6.3533 -1.6727 -2.6783 0.0 0.0 0.0
H -4.4735 -3.5793 -0.3210 0.0 0.0 0.0
H -2.7553 -2.8037 1.1279 0.0 0.0 0.0
H -1.2146 -2.9417 2.0057 0.0 0.0 0.0
H -0.9071 -3.4603 4.3418 0.0 0.0 0.0
H -0.3264 -2.8188 6.5714 0.0 0.0 0.0
H -1.1163 -1.3169 7.0398 0.0 0.0 0.0
H 0.6159 -1.3402 6.7388 0.0 0.0 0.0
H -0.1497 0.6504 5.1388 0.0 0.0 0.0
H -1.2698 2.5343 4.4382 0.0 0.0 0.0
H 0.0292 4.6884 3.3261 0.0 0.0 0.0
H 1.1736 3.6315 1.0698 0.0 0.0 0.0
H -4.3032 0.0667 -2.5149 0.0 0.0 0.0
H -4.6623 2.0165 -1.3774 0.0 0.0 0.0
H -3.3657 4.4435 -1.4268 -0.1 0.0 0.0
H -0.7637 3.7648 -0.8605 0.0 0.0 0.0
C 2.8943 -0.2244 -4.2596 0.1 0.0 0.0
N 1.9313 -0.8751 -3.4001 -0.2 0.0 -0.2
C 2.3343 -2.1536 -2.8565 0.0 0.0 0.1
C 0.6210 -0.4695 -3.3081 0.0 -0.1 0.0
N -0.0051 -0.5579 -2.1695 -0.1 0.0 0.2
N 0.0313 0.0296 -4.4319 0.2 0.1 0.1
C 0.3599 -0.4376 -5.7638 0.0 -0.1 0.0
C -1.1175 0.9065 -4.3111 0.0 0.0 0.1
H 2.5418 0.7670 -4.5268 0.0 0.0 0.0
H 3.1133 -0.8024 -5.1653 0.0 0.0 0.0
H 3.8267 -0.0972 -3.7037 0.0 0.0 0.0
H 3.2498 -2.0566 -2.2671 0.0 0.0 0.0
H 2.5277 -2.8723 -3.6628 0.0 0.0 0.0
H 1.5472 -2.5339 -2.2107 0.1 0.0 -0.1
H -1.0077 -0.5110 -2.3359 0.0 0.0 0.1
H 0.9102 -1.3739 -5.7064 0.0 0.0 0.0
H 0.9518 0.2896 -6.3257 0.0 0.0 0.0
H -0.5644 -0.6265 -6.3125 0.0 0.0 0.0
H -2.0589 0.3484 -4.2325 0.0 0.0 0.0
H -1.1672 1.5398 -5.1960 0.0 0.0 0.0
H -0.9948 1.5473 -3.4377 0.0 0.0 0.0
S 1.5332 2.2906 -2.0139 -0.1 0.2 0.4
C 1.9256 3.7492 -1.2707 -0.1 -0.4 -0.3
N 2.1744 4.7577 -0.7553 0.0 0.1 0.1
```
Positions in Å, forces in eV/Å.



No. 2
Computed, not measured: C35H44AsN8O2PS2TaTe as an isolated structure, with ωB97M-V with the def2-TZVPD basis set.

- orbital gap (Ha) = 0.23573
- energy above the lowest of the compared OMol25 structures with the same formula, charge and spin (kcal/mol) = 34.25
- total charge = +1

```
95
Properties=species:S:1:pos:R:3:forces:R:3
Ta 0.2214 0.3368 -0.1689 -0.6 1.1 2.4
C -0.7607 0.9601 6.5705 0.0 -0.2 0.6
N -0.9541 1.2110 5.1700 0.0 0.1 -0.4
C -1.7008 2.2152 4.6427 -0.2 0.3 -0.2
C -1.6429 2.0661 3.2842 -0.1 0.1 0.1
N -0.8776 0.9961 2.9702 0.3 -0.4 0.2
C -0.4778 0.4928 4.1196 0.1 -0.2 0.0
P 0.4730 -1.0472 4.3006 -0.2 0.3 -0.6
C 1.8070 -0.6041 3.1416 -0.4 -0.3 0.3
N 1.7621 -0.2177 1.8752 -0.7 0.4 -0.8
C 3.0454 0.0199 1.5049 0.5 0.1 0.1
C 3.8804 -0.2161 2.5568 0.1 0.2 -0.4
N 3.0888 -0.6096 3.5871 -0.3 0.0 -0.5
C 3.5391 -0.8948 4.9222 0.2 -0.1 0.8
C -0.5773 -2.0644 3.2202 0.3 -0.3 0.1
N -0.4438 -2.3402 1.9361 0.2 0.4 0.5
C -1.4344 -3.2212 1.6442 -0.1 -0.3 0.1
C -2.1670 -3.4918 2.7635 -0.1 -0.1 -0.4
N -1.6115 -2.7620 3.7666 0.2 0.1 -0.3
C -2.0538 -2.7144 5.1318 -0.2 0.1 0.5
H -0.8515 1.8966 7.1196 0.1 -0.1 0.0
H -1.5149 0.2654 6.9472 0.1 0.0 0.0
H 0.2261 0.5312 6.7471 -0.1 0.1 0.0
H -2.2014 2.9329 5.2577 -0.1 0.2 0.2
H -2.1298 2.6446 2.5211 -0.1 0.1 0.1
H 3.2755 0.3424 0.5116 0.2 0.0 0.0
H 4.9445 -0.1338 2.6401 0.2 0.0 0.1
H 4.6016 -1.1306 4.9035 -0.1 0.0 -0.1
H 3.3852 -0.0299 5.5732 0.0 -0.1 -0.1
H 2.9929 -1.7404 5.3413 0.1 0.1 -0.1
H -1.5287 -3.6291 0.6560 -0.2 -0.1 -0.1
H -3.0061 -4.1394 2.9158 -0.2 -0.1 0.1
H -2.6992 -3.5687 5.3337 0.1 0.1 0.0
H -1.1922 -2.7483 5.8041 -0.1 -0.1 0.0
H -2.6178 -1.7975 5.3252 0.0 -0.1 0.0
S -0.8945 1.5522 -2.0169 0.3 -0.8 0.4
C -2.4880 0.8091 -2.0528 -0.2 -0.1 0.3
C -3.2181 0.8419 -3.2306 0.0 0.0 0.2
C -4.4394 0.1866 -3.3175 0.3 0.0 0.8
C -5.1177 0.1614 -4.5555 -0.3 0.0 -0.4
N -5.6314 0.1346 -5.5785 -0.2 0.0 -0.4
C -4.9622 -0.4713 -2.1888 0.8 0.5 -0.2
C -4.2338 -0.4881 -1.0073 0.0 0.1 -0.1
C -2.9878 0.1226 -0.9295 0.1 0.1 -0.4
S -2.0747 0.0408 0.5657 -0.6 0.0 -0.1
C -6.2167 -1.1236 -2.2563 -0.3 -0.2 0.0
N -7.2303 -1.6564 -2.2862 -0.3 -0.2 0.0
H -2.8110 1.3497 -4.0915 0.0 0.0 -0.1
H -4.6256 -0.9955 -0.1397 -0.1 -0.1 0.1
C -0.0315 5.1222 -0.8470 -0.1 -0.3 0.2
As -0.6217 3.8866 0.5486 -1.1 2.1 0.0
C -0.5501 5.0369 2.1472 0.1 -0.2 -0.4
C -2.5044 3.5344 0.1112 0.2 0.0 0.1
O 0.3769 2.6211 0.8333 0.7 -2.3 -0.4
H -0.7035 5.9789 -0.8068 -0.1 0.0 0.0
H -0.1019 4.6631 -1.8321 0.0 0.0 0.1
H 0.9877 5.4645 -0.6646 -0.1 -0.1 0.1
H -1.5226 5.4765 2.3680 0.0 -0.1 -0.1
H 0.1614 5.8393 1.9427 -0.1 -0.1 0.0
H -0.2001 4.4611 3.0037 -0.1 -0.1 -0.2
H -3.1497 4.0792 0.7995 0.1 0.1 0.1
H -2.7236 2.4687 0.1769 0.1 0.2 0.0
H -2.7036 3.8858 -0.9010 0.1 0.0 0.0
C 3.8873 0.7512 -2.0446 -0.6 -0.1 0.2
C 2.5665 1.5173 -1.8927 1.2 1.1 -1.5
C 2.8263 2.9426 -1.3897 -0.4 -0.4 -0.1
O 1.6829 0.8839 -1.0408 0.9 0.2 -0.1
H 4.4488 1.1592 -2.8802 0.0 0.1 -0.1
H 3.6920 -0.3007 -2.2343 0.0 -0.1 0.0
H 4.4951 0.8495 -1.1476 0.1 0.0 0.1
H 2.0792 1.5553 -2.8856 0.1 0.0 0.3
H 3.1013 2.9119 -0.3349 0.0 0.0 0.0
H 1.9193 3.5331 -1.4917 0.1 0.1 0.0
H 3.6258 3.4044 -1.9617 0.1 0.0 -0.1
C 2.0062 -3.6018 -7.0099 0.0 0.0 0.0
C 1.7697 -3.1704 -5.5984 0.0 0.1 0.1
C 2.7419 -3.2786 -4.6211 -0.2 0.0 -0.1
C 2.4986 -2.9393 -3.2927 0.0 0.2 0.3
C 3.6278 -3.1442 -2.3283 -0.2 0.0 0.2
C 1.2341 -2.4758 -2.9252 0.1 0.3 0.2
Te 0.6645 -2.1964 -0.8106 0.1 -1.1 -1.2
C 0.2431 -2.3541 -3.9113 -0.3 0.2 0.2
C -1.1362 -1.8697 -3.5844 0.0 0.0 0.0
C 0.5240 -2.6870 -5.2243 0.2 -0.1 0.1
H 3.0639 -3.7352 -7.2149 0.1 0.0 -0.1
H 1.5970 -2.8784 -7.7121 0.0 0.0 -0.1
H 1.5013 -4.5535 -7.1734 0.0 -0.1 -0.1
H 3.7219 -3.6503 -4.8837 0.1 0.0 -0.1
H 3.7647 -4.2115 -2.1761 0.1 -0.2 0.1
H 3.4241 -2.6910 -1.3596 0.1 0.0 0.0
H 4.5545 -2.7447 -2.7322 0.1 0.0 0.0
H -1.0837 -0.8810 -3.1323 -0.1 -0.1 0.0
H -1.6258 -2.5497 -2.8838 -0.1 0.1 0.0
H -1.7455 -1.8071 -4.4827 -0.1 0.0 -0.1
H -0.2521 -2.5806 -5.9700 -0.1 0.0 -0.1
```
Positions in Å, forces in eV/Å.



Question: What is the energy above the lowest of the compared OMol25 structures with the same formula, charge and spin in the first record?
Answer: 2.76 kcal/mol



Question: Among the records above, which one has the lowest energy above the lowest of the compared OMol25 structures with the same formula, charge and spin?
Answer: C35H43N9STi



Question: Which of these has the lowest energy above the lowest of the compared OMol25 structures with the same formula, charge and spin?
Answer: C35H43N9STi



Question: Which value of energy above the lowest of the compared OMol25 structures with the same formula, charge and spin does entry 1 give?
Answer: 2.76 kcal/mol